Record 1
C58H52Cl6CuF12N10O24S4 | ωB97M-V with the def2-TZVPD basis set

Structure (XYZ):
```
167
Properties=species:S:1:pos:R:3:forces:R:3:mulliken_spin:R:1
Cu 2.7761 0.9383 0.8021 -0.018 -0.382 -0.008 0.8353
C 5.8607 -2.0367 1.3075 -0.418 2.938 0.271 0.0026
F 6.9916 -1.3614 1.2052 -0.194 -0.126 -0.521 0.0002
F 5.2938 -2.1898 0.1239 0.013 0.025 0.130 -0.0006
F 6.0871 -3.1468 1.8802 0.163 -2.469 0.903 0.0006
S 4.5800 -1.0866 2.4642 -0.898 -0.975 0.999 -0.0060
O 3.3150 -1.6700 2.0881 -0.016 0.799 -0.942 0.0120
O 4.8304 -1.2979 3.9049 0.714 1.308 -2.885 0.0018
N 4.6059 0.5580 1.7701 -0.152 -3.795 0.496 0.0530
S 5.7882 1.2547 2.5872 2.840 3.640 -0.395 0.0102
O 5.1825 2.0909 3.5890 0.243 0.066 0.031 0.0016
O 6.9901 0.5060 2.9238 -2.005 0.048 -0.245 0.0104
C 6.5497 2.4609 1.2074 -0.977 -1.471 0.817 -0.0005
F 7.0979 1.7363 0.2088 -0.344 0.786 0.933 -0.0001
F 5.5844 3.2350 0.7418 -0.437 0.052 -0.687 0.0005
F 7.4198 3.2657 1.7797 0.678 -0.327 0.073 -0.0001
C 0.1037 -2.4009 0.5288 -0.041 0.785 -0.627 0.0089
F -0.2453 -3.5149 -0.0881 0.635 -0.090 -0.134 -0.0007
F -0.9826 -1.9053 1.0726 -0.310 0.351 0.423 0.0004
F 1.0074 -2.6030 1.4609 -0.029 -0.201 -0.132 0.0007
S 0.8732 -1.1628 -0.7771 2.994 -0.544 -0.578 0.0272
O 2.2955 -1.5211 -0.9213 -1.970 0.591 1.254 0.0005
O 0.1510 -1.2276 -2.0257 -0.081 0.434 1.605 -0.0037
N 0.8895 0.4018 0.1290 0.451 -3.367 -0.803 0.0557
S -0.4990 1.0505 -0.3162 -2.095 3.149 -1.605 -0.0089
O -0.2932 1.9386 -1.4562 -0.222 -0.701 1.524 0.0031
O -1.6153 0.1060 -0.4486 1.822 1.389 1.117 0.0090
C -0.7814 2.2633 1.2216 -0.291 -0.126 -2.221 0.0069
F -1.7659 3.1240 0.8758 1.170 -0.328 0.243 0.0002
F -1.1896 1.5726 2.2412 0.092 -0.442 1.085 -0.0005
F 0.3675 2.9303 1.5190 -1.326 -0.436 -0.310 -0.0026
Cl -2.2665 6.5224 2.5909 -0.069 0.224 -0.392 0.0000
C -0.5552 6.1732 2.8018 1.009 -0.078 1.895 0.0000
C -0.3452 5.6260 4.2451 -0.563 0.331 -0.885 0.0000
Cl -0.8418 6.8570 5.5254 0.383 -1.093 -0.943 0.0000
H 0.0709 7.0629 2.7338 -0.363 0.128 -0.585 0.0000
H -0.2442 5.3895 2.1110 -0.059 0.205 -0.113 -0.0001
H 0.6920 5.3427 4.4241 -0.088 0.191 0.021 0.0000
H -0.9716 4.7341 4.2347 -0.076 0.080 0.991 0.0000
Cl -6.3977 4.2548 2.9250 0.390 0.189 0.107 0.0000
C -5.0098 4.6167 1.8534 0.458 0.951 -0.356 0.0000
C -5.4540 4.2703 0.4431 0.735 -1.105 0.120 0.0000
Cl -4.3647 4.9379 -0.8264 -0.429 0.386 0.515 0.0000
H -4.0928 4.1616 2.2277 -0.372 -0.786 -0.241 0.0000
H -4.7067 5.6634 1.8798 -0.828 0.264 0.265 0.0000
H -6.4968 4.5516 0.2966 0.311 0.186 -0.285 0.0000
H -5.3169 3.1975 0.3072 -0.472 -0.021 0.001 0.0000
Cl -1.8736 -3.5529 -2.6610 -0.742 -0.332 -0.156 0.0000
C -3.2160 -2.4189 -2.1692 0.176 -0.213 -0.583 0.0002
C -4.6070 -2.7598 -2.8500 2.949 -0.673 -0.009 0.0000
Cl -5.5156 -1.2952 -3.0684 -0.959 0.379 0.552 0.0000
H -2.7682 -1.4736 -2.4757 -0.624 0.152 0.056 0.0001
H -3.2150 -2.4733 -1.0805 -0.389 0.110 -0.138 -0.0002
H -5.0091 -3.6077 -2.2955 -0.816 0.547 0.129 0.0001
H -4.4362 -3.1106 -3.8678 0.263 -0.132 0.158 0.0000
C -8.2604 -0.8213 3.5704 -0.119 1.289 -0.650 -0.0001
C -7.4802 0.2941 3.8364 0.539 0.470 0.569 0.0001
C -6.3532 0.6619 3.1002 0.359 -0.641 0.595 -0.0002
C -5.9269 -0.1599 2.0610 -0.928 -0.089 1.033 0.0000
C -6.7195 -1.2771 1.7824 -0.377 0.094 -1.067 0.0000
C -7.9300 -1.5498 2.4548 1.339 -0.446 0.076 0.0001
N -4.7244 0.2084 1.2430 -1.850 -0.163 -0.474 0.0002
O -4.0495 1.1482 1.5712 0.424 0.385 0.756 0.0002
O -4.6303 -0.3636 0.1821 0.388 -0.658 -0.299 -0.0001
H -9.2051 -0.9699 4.0722 0.155 -0.225 0.324 0.0000
H -7.6666 0.9102 4.7036 -0.346 0.066 0.035 0.0000
H -5.7783 1.4908 3.4861 0.087 0.142 -0.454 0.0000
H -6.4778 -1.8519 0.9006 0.151 -0.184 -0.003 0.0000
H -8.5518 -2.4020 2.2233 0.180 -0.084 -0.491 0.0000
C 1.0107 -3.8919 -5.0033 1.483 0.610 0.907 0.0000
C 1.5491 -3.3362 -6.1431 0.275 -0.086 -0.037 0.0001
C 2.8018 -2.7579 -6.1212 -0.473 1.284 -1.485 0.0000
C 3.4896 -2.5306 -4.9623 -0.917 -0.734 1.450 0.0000
C 2.9804 -2.9627 -3.7583 -1.022 -1.475 -0.560 0.0000
C 1.7890 -3.7365 -3.8113 -0.260 0.422 -0.124 -0.0001
N 4.7052 -1.7740 -4.9483 0.428 0.852 -2.911 0.0000
O 5.2208 -1.3546 -3.9474 -0.060 -0.174 0.876 0.0000
O 5.1021 -1.5385 -6.0917 0.663 0.171 0.781 0.0000
H 0.0430 -4.3530 -5.1347 -0.023 -0.251 0.828 0.0000
H 1.0107 -3.3090 -7.0789 -0.090 -0.223 -0.037 0.0000
H 3.0820 -2.2563 -7.0356 0.549 -0.214 0.024 0.0000
H 3.5641 -2.7647 -2.8714 -0.331 -0.173 0.288 -0.0002
H 1.4531 -4.1631 -2.8777 -0.245 -0.032 0.087 0.0002
C -3.2444 1.7100 -3.2507 -0.628 1.428 -1.554 -0.0002
C -2.9460 3.0900 -3.1467 0.317 -1.228 -0.603 -0.0001
C -2.9223 3.9368 -4.2891 0.411 -0.296 1.892 0.0001
C -3.1698 3.4030 -5.5070 -0.973 -2.696 -0.271 -0.0002
C -3.4695 2.0028 -5.6617 -0.481 1.394 0.487 -0.0001
C -3.5666 1.1930 -4.5386 0.622 0.804 0.425 0.0002
N -3.2871 4.2653 -6.6513 1.308 1.685 -1.940 0.0000
O -3.8757 3.8573 -7.6521 0.342 0.334 1.162 0.0000
O -2.6855 5.3653 -6.6156 -1.264 -1.778 0.182 0.0000
H -3.3891 1.1047 -2.3680 0.317 -0.075 0.109 0.0007
H -2.6715 3.4320 -2.1597 -0.085 0.366 -0.182 0.0000
H -2.7156 4.9944 -4.2167 0.008 0.017 0.158 0.0000
H -3.8125 1.6516 -6.6237 0.248 -0.028 -0.093 0.0000
H -3.9218 0.1802 -4.6586 0.158 -0.056 0.036 0.0000
C 1.7782 -5.5816 1.0072 -2.334 -1.343 0.966 -0.0002
C 2.9991 -5.0138 0.8874 0.932 0.039 -1.088 0.0002
C 3.7445 -5.3491 -0.2332 0.202 -0.696 -0.604 0.0000
C 3.2271 -6.2768 -1.1653 0.568 0.195 -0.228 0.0001
C 1.9980 -6.9112 -1.0035 -0.371 0.298 1.768 0.0000
C 1.2519 -6.5588 0.1421 1.769 0.170 -0.847 0.0000
N 4.0283 -6.6558 -2.3894 0.223 0.224 -1.172 0.0000
O 3.5298 -7.4669 -3.1666 0.089 0.461 1.077 0.0000
O 5.0929 -6.0951 -2.6313 -0.889 -0.225 0.999 0.0000
H 1.2319 -5.3539 1.9106 -0.280 0.021 0.117 -0.0001
H 3.3889 -4.3598 1.6534 -0.020 0.134 -0.107 -0.0001
H 4.7505 -4.9614 -0.2963 0.030 -0.046 -0.559 0.0001
H 1.6236 -7.7717 -1.5380 0.445 0.292 -0.671 0.0000
H 0.4163 -7.2106 0.3501 -0.359 0.522 0.330 0.0001
C 0.6449 1.4388 -5.4377 0.125 -1.485 0.873 -0.0001
C 1.3695 2.6006 -5.2679 1.512 0.280 0.883 0.0002
C 2.4520 2.6801 -4.3425 0.117 -0.559 -0.459 0.0000
C 2.8286 1.5562 -3.6022 -1.847 -0.333 -1.274 0.0009
C 2.1071 0.3708 -3.8381 -0.675 -0.323 0.896 -0.0013
C 1.0218 0.2652 -4.7221 1.164 2.030 0.050 0.0003
N 3.7675 1.6598 -2.4842 2.058 2.712 -0.655 0.0072
O 3.4972 1.0668 -1.4580 -0.100 -0.591 0.556 -0.0119
O 4.7472 2.4434 -2.5945 -2.459 -2.028 0.177 0.0030
H -0.2604 1.3881 -6.0245 0.092 0.234 -0.347 -0.0001
H 1.2041 3.4936 -5.8524 -0.425 -0.003 0.018 0.0001
H 3.0322 3.5840 -4.2296 -0.171 0.189 -0.006 -0.0001
H 2.2004 -0.4659 -3.1616 0.648 -0.079 -0.099 0.0006
H 0.5067 -0.6818 -4.7868 -0.153 0.083 -0.051 0.0000
C 4.3884 7.4249 2.9284 0.383 -0.449 -0.187 0.0001
C 4.3650 6.1213 3.4153 -1.916 -0.190 -1.780 0.0001
C 3.7772 5.1397 2.5587 1.116 -0.329 1.295 0.0021
C 3.3855 5.3871 1.2433 0.142 -0.753 1.154 -0.0015
C 3.5215 6.6618 0.7749 -0.612 1.152 -0.703 0.0004
C 3.9804 7.6542 1.6126 0.555 0.349 0.174 -0.0003
N 2.8404 4.3020 0.3895 -0.993 1.039 -2.668 -0.0059
O 2.3404 4.5845 -0.7177 1.144 -0.073 2.388 -0.0015
O 2.9077 3.1561 0.7803 0.335 -0.673 0.970 0.0073
H 4.7814 8.2267 3.5358 -0.067 0.137 -0.011 -0.0001
H 4.5756 5.8531 4.4401 0.302 0.015 -0.093 0.0000
H 3.7709 4.1675 3.0291 -0.374 -0.437 -0.512 0.0006
H 3.1974 7.0152 -0.1928 0.030 -0.596 -0.272 0.0001
H 4.0798 8.6248 1.1495 -0.056 0.237 0.318 0.0000
C 1.3737 -2.1978 6.5630 0.015 0.258 -0.200 -0.0001
C 2.5054 -1.3613 6.6002 -0.918 -0.216 -0.321 0.0000
C 2.5838 -0.3114 5.6818 0.321 0.825 1.142 -0.0002
C 1.4891 0.0108 4.8959 1.065 -0.301 -0.623 -0.0005
C 0.4200 -0.8054 4.8382 -1.525 -1.443 -0.039 0.0006
C 0.3435 -1.9154 5.7109 -0.136 0.863 -1.195 0.0002
N 1.4810 1.2278 4.0246 0.639 1.327 -0.038 -0.0042
O 0.9147 2.2014 4.5006 0.560 -1.217 -0.818 0.0036
O 2.1036 1.2765 2.9380 -0.932 -0.518 1.470 -0.0173
H 1.1774 -3.1251 7.0808 0.817 0.161 0.817 0.0000
H 3.2145 -1.4968 7.4034 0.494 -0.027 -0.419 0.0000
H 3.4308 0.3587 5.6760 0.200 -0.047 0.074 -0.0002
H -0.2977 -0.6845 4.0403 -0.477 0.201 0.226 -0.0001
H -0.5082 -2.5795 5.7150 -0.140 0.113 -0.386 0.0000
C -3.8578 -6.0986 -0.3526 -0.490 0.959 0.503 0.0000
C -4.9022 -5.3125 0.2161 1.568 -1.508 -0.067 -0.0001
C -4.6350 -4.5656 1.3682 -0.246 0.684 -0.907 0.0003
C -3.3550 -4.5511 1.9035 1.491 -1.611 -0.879 0.0001
C -2.3339 -5.3932 1.3719 -0.759 1.176 0.053 -0.0003
C -2.5854 -6.0956 0.1950 -0.239 0.192 0.676 0.0002
N -3.0322 -3.7072 3.0513 -1.292 1.395 2.964 -0.0001
O -1.9751 -3.7604 3.6804 -0.150 -0.730 -1.754 0.0000
O -3.9454 -2.9824 3.4907 0.704 -0.800 -1.382 0.0000
H -3.9628 -6.6915 -1.2492 -0.537 0.081 -0.092 0.0000
H -5.8805 -5.4362 -0.2242 -0.177 0.499 0.164 0.0000
H -5.3786 -3.8677 1.7236 -0.046 -0.174 0.375 0.0000
H -1.3587 -5.3844 1.8358 0.034 0.002 0.028 -0.0001
H -1.8184 -6.6565 -0.3183 0.186 -0.016 0.235 0.0001
```
Forces are in eV/Å.

Results
**Net charge**: 0
**Multiplicity**: 2
**M**: 1905.61 g/mol
**Gap between HOMO and LUMO (alpha / beta)**: 7.9 / 5.4 eV
**Energy**: -11786.48109 Ha

Record 2
C15H50AsF6O10 | ωB97M-V with the def2-TZVPD basis set

Structure (XYZ):
```
82
Properties=species:S:1:pos:R:3:forces:R:3:mulliken_charge:R:1
As 1.1281 -0.4789 -0.3373 0.358 -0.367 0.508 1.9197
F 0.5320 -2.1473 -0.5573 0.661 1.269 -0.256 -0.6143
F 2.4322 -1.0614 0.7006 -0.423 0.178 -0.869 -0.6055
F 1.6119 1.2128 -0.0500 -0.096 -1.456 0.459 -0.5289
F -0.1641 0.0693 -1.3459 0.053 -0.168 0.167 -0.4312
F 0.1149 -0.4668 1.1047 0.345 0.504 -0.435 -0.2841
F 2.2330 -0.4666 -1.7116 -0.851 -0.448 0.692 -0.3773
O 2.1864 0.0441 3.2150 0.164 0.047 0.118 -0.6956
H 1.2260 0.0009 3.2103 -0.003 -0.044 -0.071 0.2439
H 2.4429 -0.3392 2.3618 -0.099 0.132 0.249 0.3791
O 2.2350 -4.2484 -0.8672 -0.027 -0.235 0.080 -0.5840
H 2.1223 -4.3514 -1.8165 0.035 0.049 0.028 0.2707
H 1.4429 -3.7773 -0.5743 0.216 0.029 -0.108 0.3286
O 0.4593 2.7782 -1.7828 0.116 0.580 -0.102 -0.7385
H 1.0750 2.4723 -1.0976 -0.355 0.096 -0.400 0.4392
H -0.0849 2.0074 -1.9555 -0.013 -0.108 0.045 0.1984
O 4.2816 -0.8602 -3.4333 -0.726 0.271 0.098 -0.7821
H 3.4444 -0.5853 -2.9961 0.711 -0.175 -0.442 0.5016
H 4.8296 -0.0685 -3.4211 -0.018 -0.038 -0.019 0.3226
O 5.3192 -2.1023 -1.1980 -0.141 0.122 -0.220 -0.6914
H 4.7008 -2.1025 -0.4624 -0.103 -0.074 0.009 0.3116
H 4.8010 -1.7762 -1.9663 0.447 -0.196 0.398 0.3961
C -1.6729 0.4727 4.0180 0.014 -0.264 -0.450 -0.9816
C -2.6257 0.4029 2.8179 0.494 0.727 1.133 0.4217
C -2.5510 1.6275 1.9171 -0.041 -0.990 -1.840 -0.7307
O -2.4010 -0.7874 2.0991 -0.303 0.042 -0.298 -0.6518
H -1.6260 -0.5013 4.5062 -0.202 0.013 0.079 0.3031
H -2.0099 1.2226 4.7336 0.280 0.127 0.002 0.4489
H -0.6637 0.6721 3.6527 0.034 0.362 0.175 -0.0708
H -3.6314 0.4132 3.2474 -0.162 -0.610 -0.248 0.3765
H -2.5872 2.6233 2.3457 -0.161 -0.118 0.283 0.4609
H -3.3329 1.4637 1.1638 -0.478 0.532 0.349 0.0581
H -1.7071 1.5496 1.2202 0.550 0.196 0.616 -0.0303
H -1.5439 -0.7033 1.6430 -0.413 -0.072 0.198 0.3997
C 0.5340 3.5463 2.0493 0.547 0.062 -0.081 -0.4262
C 1.2260 4.6391 2.8667 0.148 -0.632 0.063 0.4659
C 0.3184 5.8377 3.0971 0.102 -0.589 -0.887 -1.3781
O 1.5505 4.1316 4.1578 -0.089 0.054 0.721 -0.5858
H -0.4842 3.4067 2.4072 -0.047 0.049 -0.099 -0.0902
H 1.0562 2.5913 2.1512 0.042 0.039 0.137 0.1464
H 0.5551 3.7583 0.9782 -0.309 0.195 0.043 0.2468
H 2.1905 4.9261 2.4272 -0.314 0.178 -0.439 0.3160
H -0.1862 6.0705 2.1557 0.198 0.240 -0.053 0.3112
H 0.9042 6.6919 3.4266 -0.344 0.089 0.358 0.3595
H -0.4823 5.5084 3.7595 0.202 0.325 0.414 0.3406
H 2.1291 3.3668 4.0738 -0.073 -0.038 -0.160 0.3000
C -0.3761 1.0784 -5.2851 0.132 -0.195 0.463 -1.1183
C 0.5178 -0.0976 -4.9426 1.734 -1.113 0.198 1.3302
C -0.1246 -1.4767 -4.9129 -1.034 0.685 1.373 -1.4804
O 1.6675 -0.2630 -5.8076 -0.196 1.177 -1.078 -0.6237
H 0.1833 1.9940 -5.4749 0.158 -0.213 -0.533 0.3531
H -0.9272 1.3497 -4.3806 -0.187 -0.331 0.014 0.0701
H -1.1038 0.8188 -6.0537 0.159 0.259 -0.239 0.3402
H 1.0252 0.0716 -3.9859 -0.797 0.245 0.347 -0.2645
H -1.0877 -1.3794 -4.3968 -0.124 -0.262 -0.240 0.3000
H 0.4626 -2.1083 -4.2429 0.130 -0.240 -0.347 0.3589
H -0.2609 -1.9200 -5.8965 0.042 0.101 -0.059 0.4434
H 2.0290 -1.1410 -5.6765 0.006 -0.051 0.186 0.3156
C -3.3746 0.9316 -2.2240 -0.499 0.380 0.865 -1.1728
C -4.8359 0.6572 -1.8948 -0.109 -0.709 -2.073 0.4068
C -5.7604 1.7936 -2.3291 0.758 0.752 1.437 -1.3077
O -5.1748 -0.4469 -2.7676 0.090 -0.497 -0.185 -0.5575
H -3.2204 1.1861 -3.2715 -0.230 -0.269 -0.113 0.3899
H -2.8156 0.0421 -1.9415 0.375 0.241 -0.050 0.1513
H -3.0800 1.8171 -1.6534 0.394 -0.228 0.152 0.3835
H -4.9488 0.2395 -0.8899 -0.056 0.834 0.261 0.3836
H -5.6440 2.6479 -1.6482 -0.376 -0.193 0.271 0.3214
H -6.7908 1.4446 -2.3318 -0.085 0.273 -0.196 0.3802
H -5.4308 2.2442 -3.2646 -0.225 -0.631 -0.391 0.2971
H -6.0593 -0.7585 -2.5538 0.017 0.041 0.042 0.3035
C 0.7770 -4.7500 2.3084 -0.343 -0.955 -0.129 -1.2804
C 2.2510 -4.8522 2.6759 -0.588 0.939 0.191 0.8882
C 2.6204 -3.8201 3.7473 1.610 -0.001 -0.015 -1.2529
O 2.5237 -6.2009 3.0405 -0.191 -0.259 0.437 -0.5683
H 0.0868 -4.9352 3.1365 0.350 -0.147 0.272 0.3823
H 0.6287 -5.5609 1.5907 -0.375 0.203 -0.170 0.3371
H 0.4313 -3.8058 1.8877 0.554 0.104 -0.219 0.1480
H 2.8242 -4.6740 1.7617 -0.002 0.380 0.059 0.0455
H 2.5690 -4.1152 4.7994 -0.897 -0.366 -0.145 0.4135
H 2.1344 -2.8580 3.5971 -0.155 -0.084 0.014 0.2007
H 3.6992 -3.6195 3.6857 -0.021 0.173 -0.303 0.3838
H 3.2566 -6.2163 3.6609 0.053 0.072 -0.044 0.3105
```
Forces are in eV/Å.

Results
**Net charge**: -1
**ΔE to the lowest compared entry with this formula, charge and spin**: 0.0 kcal per mole
**Multiplicity**: 1
**M**: 579.47 g/mol
**Gap between HOMO and LUMO**: 10.2 eV
**Energy**: -4189.08480 Ha